C3H7NO | ωB97M-V/def2-TZVPD

Properties
Energy above the lowest of the compared OMol25 structures with the same formula, charge and spin = 1.8522 eV
F_max = 0.4 eV/Å
SMILES = [H]/N=C/O.C=C
Electronic energy = -6760.8981 eV

The geometry in XYZ format:
```
12
Properties=species:S:1:pos:R:3:nbo_charge:R:1
O -1.239 -0.818 0.997 -0.686
N -1.041 1.334 0.241 -0.744
C 1.261 -1.047 -0.844 -0.451
C -1.733 0.390 0.720 0.422
C 1.651 0.151 -0.428 -0.352
H -0.288 -0.838 0.757 0.506
H 2.412 0.291 0.333 0.193
H 0.497 -1.149 -1.609 0.202
H 1.187 1.050 -0.813 0.221
H -1.591 2.179 0.116 0.352
H -2.793 0.424 0.981 0.141
H 1.677 -1.969 -0.450 0.197
```

C3H7NO | ωB97M-V/def2-TZVPD

Properties
Energy above the lowest of the compared OMol25 structures with the same formula, charge and spin = 3.7170 eV
F_max = 0.9 eV/Å
Electronic energy = -6759.0334 eV

The geometry in XYZ format:
```
12
Properties=species:S:1:pos:R:3:nbo_charge:R:1
O 0.552 -1.163 -1.369 -0.523
N -0.703 -0.615 0.490 -0.610
C 1.479 0.544 0.068 -0.735
C 0.470 -0.485 -0.375 0.696
C -1.901 0.300 0.020 -0.690
H 2.465 0.072 0.028 0.254
H -2.216 -0.219 -0.899 0.148
H 1.486 1.393 -0.621 0.263
H -0.495 -0.382 1.460 0.411
H -1.388 1.213 -0.330 0.133
H -1.045 -1.574 0.449 0.431
H 1.295 0.916 1.079 0.221
```

C3H7NO | ωB97M-V/def2-TZVPD

Properties
Energy above the lowest of the compared OMol25 structures with the same formula, charge and spin = 2.3210 eV
F_max = 6.6 eV/Å
Electronic energy = -6750.6997 eV
Spin multiplicity = 2
Total charge = +1

The geometry in XYZ format:
```
12
Properties=species:S:1:pos:R:3:nbo_charge:R:1
O -1.397 1.008 -2.418 -0.442
N 0.906 -0.909 -0.067 -0.577
C 0.831 0.977 1.618 -0.109
C 0.307 -0.131 1.004 0.058
C -1.528 -0.045 -1.741 0.195
H -0.910 -0.855 -2.064 0.135
H 1.809 1.353 1.339 0.221
H -0.745 -0.441 1.404 0.259
H 0.319 1.588 2.330 0.249
H -2.426 -0.221 -1.254 0.147
H 1.785 -0.450 -0.406 0.423
H 1.049 -1.873 0.256 0.442
```

C3H7NO2 | ωB97M-V/def2-TZVPD

Properties
Energy above the lowest of the compared OMol25 structures with the same formula, charge and spin = 1.4341 eV
F_max = 1.2 eV/Å
Electronic energy = -8807.7874 eV
Spin multiplicity = 2
Total charge = -1

The geometry in XYZ format:
```
13
Properties=species:S:1:pos:R:3:nbo_charge:R:1
O -1.798 1.319 1.463 -0.762
O -1.236 1.334 -0.715 -0.854
N 0.608 -0.675 -0.599 -0.689
C -1.814 1.783 0.317 0.628
C 2.317 -2.432 -0.365 -0.762
C 1.863 -1.153 0.007 -0.341
H -2.286 2.775 0.155 0.006
H 3.312 -2.782 -0.102 0.180
H 0.401 -1.297 -1.389 0.392
H 0.653 0.266 -0.984 0.436
H -0.191 -0.598 0.039 0.440
H 1.611 -3.204 -0.679 0.152
H 2.252 -0.450 0.713 0.175
```

C3H7NO2 | ωB97M-V/def2-TZVPD

Properties
Energy above the lowest of the compared OMol25 structures with the same formula, charge and spin = 1.5921 eV
F_max = 0.6 eV/Å
SMILES = [H]/N=C/OCCO
Electronic energy = -8808.9367 eV

The geometry in XYZ format:
```
13
Properties=species:S:1:pos:R:3:nbo_charge:R:1
O -1.865 0.283 0.036 -0.745
O 1.346 -0.398 0.111 -0.489
N 0.435 1.695 -0.150 -0.766
C -1.141 -0.869 0.364 -0.092
C 1.412 0.930 0.110 0.442
C 0.171 -1.045 -0.401 -0.115
H -0.958 -0.965 1.453 0.162
H 2.421 1.266 0.370 0.160
H 0.439 -2.105 -0.386 0.201
H -1.207 0.994 -0.053 0.495
H 0.007 -0.729 -1.438 0.195
H 0.695 2.673 -0.086 0.369
H -1.756 -1.730 0.071 0.183
```

C3H7NO2 | ωB97M-V/def2-TZVPD

Properties
Energy above the lowest of the compared OMol25 structures with the same formula, charge and spin = 7.7720 eV
F_max = 0.6 eV/Å
Electronic energy = -8802.7568 eV

The geometry in XYZ format:
```
13
Properties=species:S:1:pos:R:3:nbo_charge:R:1
O -1.470 -0.341 -0.330 -0.501
O -2.738 -0.929 0.034 -0.457
N 0.775 2.078 -1.232 -0.579
C 0.887 -0.452 1.249 -0.650
C 0.651 -0.260 -0.210 0.013
C 0.363 0.985 -0.773 0.071
H -2.986 -1.386 -0.783 0.447
H 1.970 -0.493 1.429 0.232
H 1.798 2.129 -1.236 0.336
H 0.448 -1.384 1.603 0.240
H -0.945 0.786 -0.706 0.371
H 0.478 0.374 1.829 0.237
H 0.769 -1.108 -0.873 0.240
```

What did the sixth record say?
C3H7NO2 | ωB97M-V/def2-TZVPD

Properties
Energy above the lowest of the compared OMol25 structures with the same formula, charge and spin = 7.7720 eV
F_max = 0.6 eV/Å
Electronic energy = -8802.7568 eV

The geometry in XYZ format:
```
13
Properties=species:S:1:pos:R:3:nbo_charge:R:1
O -1.470 -0.341 -0.330 -0.501
O -2.738 -0.929 0.034 -0.457
N 0.775 2.078 -1.232 -0.579
C 0.887 -0.452 1.249 -0.650
C 0.651 -0.260 -0.210 0.013
C 0.363 0.985 -0.773 0.071
H -2.986 -1.386 -0.783 0.447
H 1.970 -0.493 1.429 0.232
H 1.798 2.129 -1.236 0.336
H 0.448 -1.384 1.603 0.240
H -0.945 0.786 -0.706 0.371
H 0.478 0.374 1.829 0.237
H 0.769 -1.108 -0.873 0.240
```

Which of these has the lowest energy above the lowest of the compared OMol25 structures with the same formula, charge and spin? number 4